Record 1
One molecule with the formula C10H18ClNO in a non-equilibrium geometry, computed with ωB97M-V/def2-TZVPD.

Atoms and positions in Å:
Cl: 1.982 1.671 -0.941
O: -0.369 2.164 -2.698
N: -0.656 1.712 -1.442
C: 1.678 -1.617 -0.845
C: -0.249 1.090 0.868
C: 0.190 1.444 -0.565
C: -0.560 2.528 1.362
C: -1.080 -1.355 0.504
C: -1.048 -1.474 -1.011
C: -1.502 0.120 0.900
C: 0.952 0.688 1.823
C: 0.457 -0.633 -2.714
C: 0.370 -1.197 -1.532
H: -2.194 0.352 0.196
H: 1.644 -1.443 0.238
H: 0.423 2.678 -2.767
H: -0.224 2.671 2.366
H: -0.451 -0.350 -3.367
H: -1.817 0.332 1.916
H: -0.202 -1.455 1.031
H: 0.642 0.328 2.916
H: 1.569 -2.690 -1.111
H: 1.572 0.010 1.425
H: 1.639 1.451 2.028
H: -1.818 -0.841 -1.477
H: -1.784 -1.970 1.036
H: -0.251 3.274 0.748
H: -1.616 2.623 1.259
H: 1.458 -0.248 -3.196
H: 2.428 -1.079 -1.341
H: -1.305 -2.411 -1.337

Output
DFT total energy: -26717.331 eV
2S+1: 1
Energy above the lowest of the compared OMol25 structures with the same formula, charge and spin: 188.9 kJ/mol
Structure (SMILES): C=C(C)CCCC(C)(C)/C(Cl)=N/O
Orbital gap: 9.475 eV
HOMO: -0.32586 Ha

Record 2
A 6-piece molecular cluster, C10H18F2N4O14 overall in a non-equilibrium geometry, computed with ωB97M-V/def2-TZVPD.

Atoms and positions in Å:
F: 3.591 3.397 -0.954
F: 0.771 -5.354 2.105
O: -4.550 0.555 -0.752
O: 2.277 6.837 -0.086
O: 2.194 0.855 -1.521
O: 1.446 5.346 -1.551
O: -2.089 -2.000 1.840
O: -0.689 -3.681 2.386
O: -6.076 0.376 0.861
O: 1.687 -0.887 3.641
O: 1.867 -1.177 -1.052
O: 1.542 1.221 3.341
O: -2.096 0.776 -3.114
O: 2.193 4.633 0.412
O: -1.466 -3.758 0.437
O: -0.861 1.367 -1.403
N: -1.552 0.575 -2.057
N: -4.917 0.607 0.430
N: 1.352 0.094 2.952
N: 2.500 -0.278 -1.567
C: 0.729 -0.082 1.597
C: -0.660 -4.871 0.470
C: -3.850 0.966 1.386
C: 1.510 3.979 -1.591
C: 2.341 3.561 -0.461
C: -1.636 -0.867 -1.644
C: 3.778 -0.683 -2.296
C: -0.502 -4.973 1.959
C: -1.434 -3.061 1.595
C: 2.029 5.686 -0.366
H: 4.542 -0.685 -1.519
H: -4.428 1.433 2.183
H: -3.343 0.033 1.635
H: 2.001 2.610 -0.052
H: -3.279 1.751 0.889
H: 0.678 -1.114 1.249
H: 0.487 3.687 -1.355
H: -1.772 -1.435 -2.564
H: 1.788 3.482 -2.520
H: -1.143 -5.666 2.503
H: 1.357 0.488 0.911
H: -1.062 -5.796 0.057
H: -2.372 -0.944 -0.844
H: -0.648 -1.051 -1.221
H: -0.261 0.374 1.591
H: 0.304 -4.644 0.014
H: 4.104 -0.060 -3.129
H: 3.618 -1.623 -2.823

Output
DFT total energy: -50709.361 eV
2S+1: 1
Energy above the lowest of the compared OMol25 structures with the same formula, charge and spin: 164.4 kJ/mol
Structure (SMILES): O=C1OC[C@@H](F)O1.O=C1OC[C@@H](F)O1.C[N+](=O)[O-].C[N+](=O)[O-].C[N+](=O)[O-].C[N+](=O)[O-]
Orbital gap: 10.281 eV
HOMO: -0.39857 Ha

Record 3
A 2-piece molecular cluster, C10H18FN2O6S overall in a non-equilibrium geometry, computed with ωB97M-V/def2-TZVPD.

Atoms and positions in Å:
S: -0.938 3.382 -0.831
F: -1.294 4.671 -0.049
O: -1.854 2.380 -0.380
O: -0.927 3.663 -2.214
O: -0.739 1.647 2.732
O: 1.765 4.944 2.013
O: -1.265 -3.892 -0.637
O: -3.308 -3.041 -0.259
N: 0.575 3.061 -0.194
N: 1.398 4.251 -0.239
C: -1.732 -3.024 1.539
C: -2.212 -3.304 0.140
C: 1.246 1.932 -0.887
C: 1.550 -0.585 -0.335
C: 0.561 0.575 -0.589
C: -0.566 -2.944 -1.469
C: 1.627 4.632 0.912
C: -1.240 -1.792 1.767
C: 0.918 -2.922 -1.090
C: 1.584 -1.600 -1.512
H: -1.848 -3.792 2.297
H: -0.348 -1.635 2.369
H: 2.552 -0.193 -0.161
H: 1.437 -3.757 -1.562
H: 2.619 -1.761 -1.809
H: -1.248 1.863 1.910
H: -1.317 1.266 3.426
H: 1.197 -1.082 0.566
H: -1.026 -1.955 -1.430
H: -0.130 0.371 -1.405
H: 0.989 -3.074 -0.013
H: 1.328 2.091 -1.963
H: -0.632 -3.306 -2.495
H: -1.762 -0.936 1.344
H: -0.050 0.736 0.301
H: 2.246 1.886 -0.461
H: 1.091 -1.182 -2.392
H: -0.247 2.429 3.059

Output
DFT total energy: -39467.022 eV
Total charge: +1
2S+1: 1
Orbital gap: 7.135 eV
HOMO: -0.44584 Ha

Record 4
A 2-piece molecular cluster, C10H18N overall in a non-equilibrium geometry, computed with ωB97M-V/def2-TZVPD.

Atoms and positions in Å:
N: -2.042 1.203 0.407
C: -0.525 1.523 2.399
C: 0.987 1.315 -2.125
C: -0.032 -0.819 -1.764
C: 2.247 -0.356 -1.021
C: 1.139 -2.609 -0.507
C: -0.144 0.497 -2.224
C: -1.834 1.820 1.757
C: 2.179 0.922 -1.577
C: 1.192 -1.229 -1.187
C: 0.325 -2.608 0.766
H: -0.287 0.452 2.336
H: -2.720 1.573 2.355
H: -1.060 0.970 -2.557
H: -0.075 -1.685 1.179
H: 0.934 2.291 -2.606
H: 2.171 -2.912 -0.306
H: 0.752 -3.141 1.618
H: -2.383 0.238 0.460
H: -1.260 1.327 -0.255
H: -2.764 1.757 -0.080
H: -2.112 2.881 1.695
H: -0.588 1.566 3.490
H: 3.012 1.606 -1.508
H: 0.388 2.042 2.125
H: -0.566 -3.239 0.609
H: 3.155 -0.698 -0.542
H: 0.830 -3.262 -1.323
H: -0.918 -1.425 -1.616

Output
DFT total energy: -12144.944 eV
Total charge: +1
2S+1: 1
Energy above the lowest of the compared OMol25 structures with the same formula, charge and spin: 76.8 kJ/mol
Orbital gap: 8.848 eV
HOMO: -0.45295 Ha

Record 5
C10H18N2O5 as an isolated structure in a non-equilibrium geometry, computed with ωB97M-V/def2-TZVPD.

Atoms and positions in Å:
O: 2.249 0.742 0.063
O: -1.571 2.979 1.243
O: -1.526 -2.297 1.288
O: -0.851 0.979 2.277
O: 4.391 0.143 -0.409
N: -1.203 -0.376 0.162
N: 1.117 -1.921 2.562
C: -1.488 1.515 -1.297
C: 1.268 -1.895 0.073
C: 2.743 -1.658 -0.125
C: -0.940 1.177 -2.606
C: 0.616 -1.228 1.274
C: -0.763 0.994 -0.092
C: 3.082 -0.146 -0.113
C: -1.119 1.815 1.224
C: -0.865 -1.322 1.110
C: -3.120 1.547 -1.267
H: 3.633 -2.190 0.611
H: 0.070 -2.517 2.745
H: -1.335 0.054 -2.846
H: -1.152 1.337 3.297
H: 0.132 1.131 -2.620
H: -1.456 1.701 -3.535
H: 0.866 -2.951 -0.036
H: -3.464 0.431 -0.647
H: -3.391 2.721 -0.630
H: 0.767 -1.421 -0.771
H: -3.521 1.561 -2.435
H: 1.118 -1.401 3.465
H: 3.054 -1.861 -1.140
H: -2.169 -0.502 0.139
H: -1.476 2.778 -1.191
H: 5.030 -0.611 -0.857
H: 0.281 0.818 -0.315
H: 0.994 -0.127 1.398

Output
DFT total energy: -23874.223 eV
2S+1: 1
Energy above the lowest of the compared OMol25 structures with the same formula, charge and spin: 730.2 kJ/mol
Orbital gap: 9.527 eV
HOMO: -0.34485 Ha

Record 6
A 2-piece molecular cluster, C10H18N3O overall in a non-equilibrium geometry, computed with ωB97M-V/def2-TZVPD.

Atoms and positions in Å:
O: -3.300 -0.775 1.102
N: 3.281 -0.909 0.608
N: 2.107 0.739 -0.527
N: 0.971 -0.900 0.646
C: -1.018 2.163 -0.735
C: 2.114 -0.405 0.164
C: 0.701 -2.277 1.122
C: -2.648 1.475 0.994
C: -1.214 0.934 -1.347
C: -2.045 -0.069 -0.804
C: 0.977 -3.362 0.097
C: -2.658 0.206 0.373
C: 0.102 3.135 -1.116
C: -1.810 2.394 0.414
H: -2.111 -1.015 -1.314
H: -4.152 -1.084 0.810
H: -3.299 1.702 1.817
H: -0.288 3.846 -1.848
H: 2.816 0.809 -1.247
H: 0.871 2.404 -1.415
H: 0.397 -4.264 0.259
H: 3.285 -1.820 1.034
H: 2.027 -3.446 -0.141
H: 0.179 -0.339 0.359
H: -1.691 3.384 0.875
H: 0.523 -3.070 -0.876
H: 0.478 3.612 -0.214
H: -0.750 0.651 -2.285
H: 1.141 -2.371 2.122
H: 4.137 -0.394 0.512
H: -0.371 -2.165 1.411
H: 1.249 1.211 -0.849

Output
DFT total energy: -17173.633 eV
Total charge: +1
2S+1: 1
Energy above the lowest of the compared OMol25 structures with the same formula, charge and spin: 138.9 kJ/mol
Orbital gap: 9.494 eV
HOMO: -0.44318 Ha

Record 7
A 2-piece molecular cluster, C10H18N3O overall in a non-equilibrium geometry, computed with ωB97M-V/def2-TZVPD.

Atoms and positions in Å:
O: -2.700 2.456 -0.410
N: -0.510 -1.133 1.663
N: -1.023 -3.346 1.366
N: 1.376 -2.495 1.038
C: 0.222 0.339 -1.323
C: -0.195 2.303 -2.760
C: 1.683 0.836 -3.284
C: 0.602 1.199 -2.333
C: -1.021 0.667 -0.709
C: 0.802 -0.144 3.411
C: 0.406 0.112 1.995
C: -1.660 1.864 -1.008
C: -1.369 2.624 -2.175
C: -0.062 -2.351 1.345
H: 1.784 0.321 3.605
H: 1.896 -1.758 1.443
H: 1.704 -3.487 1.123
H: -0.761 -4.077 0.774
H: -0.109 1.106 1.787
H: -3.274 1.812 0.021
H: -1.836 -3.372 1.837
H: -1.543 -0.878 1.753
H: -0.040 2.743 -3.744
H: 1.421 -0.074 -3.865
H: 2.630 0.415 -2.900
H: 1.242 0.270 1.310
H: -1.407 -0.131 -0.124
H: 1.840 1.700 -4.057
H: 0.768 -1.133 3.818
H: 0.278 0.550 4.026
H: 0.711 -0.523 -1.040
H: -1.853 3.584 -2.582

Output
DFT total energy: -17171.261 eV
Total charge: +1
2S+1: 1
Energy above the lowest of the compared OMol25 structures with the same formula, charge and spin: 367.9 kJ/mol
Orbital gap: 7.632 eV
HOMO: -0.39698 Ha

Record 8
C10H18N9O2Sr as an isolated structure, computed with ωB97M-V/def2-TZVPD.

Atoms and positions in Å:
Sr: 0.212 -1.138 0.810
O: -0.039 -3.209 -0.394
O: 0.278 -0.737 3.231
N: -2.391 -1.215 0.552
N: 0.672 -0.725 5.436
N: -0.042 2.812 -1.970
N: -0.159 0.935 -0.568
N: 1.881 1.647 -1.455
N: -4.245 -4.593 -2.026
N: -0.761 -4.942 -1.649
N: 2.442 -0.248 -0.164
N: 4.022 0.880 -1.484
C: -1.000 -3.821 -0.949
C: -1.484 3.001 -1.885
C: -2.342 -3.339 -0.851
C: -1.309 0.405 4.601
C: 2.758 0.682 -0.992
C: -0.058 -0.391 4.372
C: -3.423 -3.998 -1.478
C: -2.477 -2.178 -0.094
C: 0.503 1.767 -1.296
C: 0.754 3.741 -2.761
H: -1.799 3.224 -0.863
H: -1.766 3.837 -2.516
H: 3.248 -0.849 -0.016
H: -1.508 -5.454 -2.087
H: 0.398 -0.464 6.367
H: 1.240 3.246 -3.607
H: 0.180 -5.285 -1.705
H: -2.019 2.119 -2.240
H: 0.097 4.501 -3.169
H: 4.133 1.304 -2.391
H: 4.712 0.182 -1.267
H: -1.278 1.294 3.973
H: 1.501 4.260 -2.155
H: 2.327 2.398 -1.950
H: -1.447 0.697 5.639
H: -1.152 1.136 -0.587
H: -2.159 -0.197 4.279
H: 1.500 -1.286 5.313

Output
DFT total energy: -29003.598 eV
Total charge: +1
2S+1: 1
Energy above the lowest of the compared OMol25 structures with the same formula, charge and spin: 0.0 kJ/mol
Orbital gap: 7.873 eV
HOMO: -0.37785 Ha

Record 9
A 2-piece molecular cluster, C10H18NO overall in a non-equilibrium geometry, computed with ωB97M-V/def2-TZVPD.

Atoms and positions in Å:
O: 1.881 -2.182 3.016
N: 1.058 2.623 0.229
C: -3.057 -1.471 -1.046
C: 1.020 -2.298 0.779
C: 0.004 -1.844 0.019
C: -1.046 -0.663 1.782
C: 1.818 1.971 -0.949
C: -1.015 -1.089 0.430
C: 1.535 2.665 -2.362
C: -0.038 -0.929 2.651
C: -2.044 -0.488 -0.611
C: 0.967 -1.807 2.108
H: -4.147 -1.046 -1.039
H: 2.214 -2.988 2.691
H: -2.508 0.404 -0.236
H: -0.055 2.770 -0.008
H: -3.110 -1.816 -2.143
H: -3.131 -2.390 -0.539
H: -2.015 -0.107 2.068
H: 1.154 3.738 -2.298
H: 2.524 2.754 -2.829
H: 1.383 3.656 0.372
H: 0.072 -2.190 -1.122
H: 1.470 0.958 -0.946
H: 1.008 1.971 -2.879
H: 1.739 -3.135 0.397
H: -0.226 -0.822 3.780
H: 1.174 1.961 1.089
H: 2.906 2.013 -0.776
H: -1.533 -0.221 -1.628

Output
DFT total energy: -14190.475 eV
Total charge: +1
2S+1: 1
Energy above the lowest of the compared OMol25 structures with the same formula, charge and spin: 246.6 kJ/mol
Orbital gap: 7.449 eV
HOMO: -0.41182 Ha

Record 10
A 2-piece molecular cluster, C10H18NO overall in a non-equilibrium geometry, computed with ωB97M-V/def2-TZVPD.

Atoms and positions in Å:
O: 1.833 -1.836 2.529
N: 0.355 2.437 -0.391
C: 1.575 1.828 -1.016
C: -3.205 -1.052 -1.155
C: -1.031 -0.045 1.226
C: -2.133 0.069 -1.075
C: -1.056 -0.382 -0.131
C: -0.060 -1.250 -0.558
C: -0.050 -0.521 2.083
C: 1.904 2.555 -2.298
C: 0.853 -1.830 0.307
C: 0.891 -1.439 1.642
H: 2.405 1.860 -0.317
H: -0.028 -1.533 -1.603
H: 0.245 2.194 0.589
H: 0.338 3.430 -0.629
H: -0.115 -0.150 3.100
H: 2.620 3.346 -2.113
H: 2.285 -2.642 2.236
H: -2.662 0.976 -0.779
H: -3.058 -1.744 -1.982
H: -1.752 0.137 -2.076
H: 2.352 1.943 -3.081
H: 1.035 2.936 -2.848
H: 1.549 -2.586 -0.042
H: -4.209 -0.663 -1.352
H: 1.373 0.763 -1.103
H: -1.764 0.654 1.521
H: -3.352 -1.603 -0.230
H: -0.433 2.079 -0.915

Output
DFT total energy: -14193.031 eV
Total charge: +1
2S+1: 1
Energy above the lowest of the compared OMol25 structures with the same formula, charge and spin: 0.0 kJ/mol
Orbital gap: 8.672 eV
HOMO: -0.43286 Ha

Record 11
A 2-piece molecular cluster, C10H18O2 overall in a non-equilibrium geometry, computed with ωB97M-V/def2-TZVPD.

Atoms and positions in Å:
O: -2.133 -2.675 -3.252
O: 1.768 1.138 0.092
C: 0.574 3.083 5.236
C: 1.149 1.059 2.411
C: -3.061 -3.347 -2.443
C: 0.647 -0.303 -2.298
C: -0.225 -1.132 -3.229
C: 1.310 1.391 3.562
C: 0.812 0.698 1.030
C: -1.285 -1.924 -2.427
C: 1.457 1.878 4.947
C: -0.213 0.408 -3.207
H: -1.813 -1.170 -1.803
H: -0.209 1.080 0.804
H: 1.764 -0.315 -2.430
H: 2.510 2.113 5.140
H: -0.767 -2.608 -1.730
H: -0.493 2.833 5.217
H: 1.719 2.115 0.077
H: 0.370 -0.337 -1.253
H: 1.202 1.057 5.650
H: 0.743 3.880 4.501
H: -3.581 -2.666 -1.752
H: -3.829 -3.801 -3.091
H: 0.233 -1.649 -4.055
H: -1.114 0.908 -2.780
H: 0.796 3.546 6.205
H: 0.223 0.988 -4.031
H: -2.590 -4.147 -1.840
H: 0.760 -0.410 0.970

Output
DFT total energy: -14753.040 eV
2S+1: 1
Energy above the lowest of the compared OMol25 structures with the same formula, charge and spin: 408.3 kJ/mol
Structure (SMILES): COCC1CC1.CCC#CCO
Orbital gap: 10.306 eV
HOMO: -0.35160 Ha

Record 12
C10H19AlBr2FO2 as an isolated structure, computed with ωB97M-V/def2-TZVPD.

Atoms and positions in Å:
Br: -2.445 -1.913 -2.049
Br: -1.399 -1.519 1.969
Al: -0.988 0.704 -0.332
F: 0.513 1.988 1.798
O: 4.915 -0.518 0.604
O: 3.298 -1.354 -0.715
C: 3.919 -1.181 0.465
C: 1.683 0.342 -1.544
C: -4.651 -1.167 -0.430
C: 3.259 -1.934 1.591
C: 3.129 -0.205 -1.568
C: 0.733 -0.296 -0.529
C: -2.398 -0.542 0.548
C: -0.712 2.176 1.064
C: -0.677 3.602 0.539
C: -3.192 -1.560 -0.250
H: -3.134 -2.539 0.216
H: -5.240 -2.002 -0.807
H: 3.411 -0.534 -2.569
H: 3.852 0.556 -1.274
H: 0.543 -1.340 -0.794
H: 0.251 3.774 -0.011
H: 3.072 -1.226 2.397
H: -1.524 3.775 -0.130
H: -3.105 0.048 1.134
H: 1.181 -0.266 0.470
H: -4.740 -0.329 -1.123
H: 3.939 -2.703 1.961
H: 2.320 -2.386 1.284
H: -0.717 4.346 1.344
H: -5.054 -0.857 0.537
H: 1.266 0.199 -2.545
H: -1.501 2.118 1.829
H: 1.746 1.419 -1.361
H: -1.551 1.322 -1.722

Output
DFT total energy: -164174.644 eV
Total charge: -1
2S+1: 1
Orbital gap: 7.951 eV
HOMO: -0.18572 Ha